This record from OMol25 describes a molecular structure, C45H45ClN5O2P2Pt. The level of theory is ωB97M-V/def2-TZVPD.

Geometry as XYZ:
```
101
Properties=species:S:1:pos:R:3:forces:R:3
Pt -0.476992 -0.713972 -0.043084 0.014 0.870 -1.786
C 0.931308 2.619128 -0.238684 -0.360 -0.190 0.248
N 2.119408 2.064428 -0.836884 -0.278 -0.344 0.054
C 2.716808 1.004628 -0.070484 -0.195 -0.311 0.125
P 1.876808 -0.644872 -0.343184 -0.993 0.822 -0.261
C 2.967408 -1.773072 0.558916 -0.502 -0.186 0.161
C 3.220708 -3.043572 0.048016 -0.074 0.162 -0.091
C 3.963608 -3.948672 0.784016 0.054 -0.109 0.030
C 4.436308 -3.606772 2.040916 -0.031 0.000 -0.037
C 4.157208 -2.356972 2.569516 0.063 0.041 0.067
C 3.426308 -1.442872 1.834516 -0.037 0.121 -0.119
C 2.120808 -0.976372 -2.113684 -0.254 -0.152 0.179
C 1.214108 -1.849872 -2.715284 -0.011 -0.028 0.073
C 1.322508 -2.150772 -4.059784 0.033 -0.026 -0.114
C 2.317208 -1.559872 -4.822584 0.008 0.010 0.011
C 3.205208 -0.673672 -4.234184 0.061 0.022 -0.097
C 3.118308 -0.386472 -2.883684 -0.026 -0.040 0.220
C 2.880608 2.858628 -1.709084 0.353 0.371 -0.388
C 2.236608 3.726928 -2.598084 -0.071 -0.097 0.156
C 2.956308 4.506728 -3.481684 0.130 0.046 -0.002
C 4.338608 4.437828 -3.525884 0.027 -0.028 -0.023
C 4.989508 3.580428 -2.657084 -0.016 0.118 -0.134
C 4.278108 2.812628 -1.753584 -0.133 -0.154 0.233
P -0.644392 1.631528 -0.464084 0.870 -0.937 -0.077
C -1.812992 2.524228 0.598116 -0.115 -0.564 0.191
C -3.026192 1.880328 0.848916 0.060 -0.102 -0.045
C -3.958892 2.448228 1.695416 -0.086 0.070 0.127
C -3.685892 3.654728 2.321616 0.055 -0.033 -0.085
C -2.488892 4.304528 2.070516 -0.067 0.126 0.021
C -1.555492 3.747028 1.211816 0.172 0.014 -0.162
C -1.150692 1.972728 -2.170384 -0.055 -0.283 0.109
C -2.419492 2.461828 -2.465884 0.065 0.010 0.155
C -2.781892 2.689428 -3.781384 -0.022 0.065 -0.109
C -1.882992 2.440428 -4.805584 -0.049 -0.017 0.036
C -0.627092 1.930328 -4.515484 0.068 0.015 -0.035
C -0.261992 1.681328 -3.205884 -0.047 -0.077 0.095
H 0.747308 3.620728 -0.634484 -0.010 -0.152 0.106
H 1.071308 2.698928 0.852516 -0.047 0.072 -0.079
H 2.665908 1.233528 1.003316 0.091 -0.055 -0.042
H 3.767708 0.859728 -0.321884 -0.181 -0.033 0.023
H 2.833408 -3.314072 -0.924084 0.025 -0.065 -0.066
H 4.163908 -4.929272 0.380516 0.032 -0.080 -0.049
H 5.018308 -4.310872 2.614516 0.031 -0.106 0.044
H 4.503308 -2.100672 3.559416 0.059 0.057 0.063
H 3.209108 -0.471872 2.256416 0.002 0.066 0.098
H 0.420908 -2.290872 -2.125484 0.035 0.006 -0.093
H 0.628208 -2.839072 -4.517684 -0.077 -0.049 -0.012
H 2.401308 -1.788772 -5.874384 -0.003 -0.001 -0.087
H 3.972108 -0.201872 -4.828484 0.092 0.052 -0.058
H 3.819108 0.308328 -2.450084 0.110 0.064 0.028
H 1.159308 3.788628 -2.623384 -0.063 -0.029 0.004
H 2.425308 5.170228 -4.146184 -0.066 0.064 -0.089
H 4.898108 5.040528 -4.222384 0.056 0.071 -0.083
H 6.067308 3.511928 -2.668184 0.076 0.011 0.022
H 4.849008 2.201528 -1.069784 -0.027 -0.054 0.046
H -3.219092 0.930528 0.368216 -0.072 -0.117 -0.019
H -4.902692 1.960228 1.884016 -0.071 -0.146 -0.031
H -4.410692 4.084528 2.994916 -0.057 0.089 0.066
H -2.288992 5.261228 2.532116 0.061 0.007 0.035
H -0.640192 4.286128 1.021716 0.092 0.029 0.021
H -3.122992 2.665928 -1.672284 -0.047 0.035 0.023
H -3.767392 3.067428 -4.006484 -0.083 0.044 -0.013
H -2.163392 2.636728 -5.829384 -0.030 -0.006 -0.085
H 0.072208 1.725228 -5.311484 0.076 -0.032 -0.077
H 0.713408 1.267528 -2.989284 0.064 -0.054 0.002
Cl -6.617892 -5.102472 -0.228784 -0.193 -0.210 0.035
C -5.394592 -3.891672 -0.312684 0.581 -0.089 0.017
C -5.769492 -2.540972 -0.425084 0.268 -0.168 0.012
C -4.813792 -1.573372 -0.521784 0.422 0.089 -0.232
C -3.415992 -1.875672 -0.548484 -0.686 -1.299 0.389
O -2.589392 -0.932872 -0.731784 1.598 1.521 0.532
C -3.054992 -3.262272 -0.368184 0.056 0.974 0.073
C -1.697892 -3.686972 -0.266084 -0.477 -0.169 -0.025
O -0.668092 -3.005472 -0.348484 0.709 0.675 0.604
C -4.064392 -4.236172 -0.269584 -0.645 0.006 0.001
H -6.813892 -2.270472 -0.440684 -0.123 -0.046 0.028
H -5.090892 -0.535572 -0.630384 -0.037 0.111 -0.019
H -1.564892 -4.765472 -0.065784 0.061 0.076 -0.250
H -3.776992 -5.272672 -0.175684 -0.030 -0.155 0.053
C -0.015392 -2.275472 2.816316 0.069 -0.085 -0.006
N -0.011092 -2.403672 4.258116 0.269 -0.413 0.231
C -1.387492 -2.534372 4.717216 -0.094 -0.077 0.037
N -2.185792 -1.378372 4.323916 -0.472 -0.040 0.198
C -2.167592 -1.253372 2.880716 -0.120 -0.027 0.021
N -0.789092 -1.095572 2.373516 -0.070 -0.240 -0.112
C -0.197992 0.092028 3.018816 -0.007 0.096 0.028
N -0.205492 -0.015972 4.459716 0.265 0.414 0.206
C 0.559608 -1.198572 4.842616 0.037 0.028 0.063
C -1.586592 -0.184872 4.903616 -0.040 0.060 0.094
H -0.463892 -3.176372 2.390916 0.057 0.078 -0.104
H 1.013108 -2.176072 2.458816 -0.106 -0.052 -0.011
H -1.394492 -2.618172 5.805316 -0.028 -0.039 -0.022
H -1.823592 -3.437872 4.285916 -0.020 -0.001 0.034
H -2.754692 -0.375972 2.592516 0.036 -0.086 -0.074
H -2.612492 -2.153472 2.443416 0.056 0.128 -0.088
H -0.773092 0.978228 2.730316 0.069 -0.057 -0.095
H 0.839308 0.190928 2.678116 -0.102 0.047 -0.062
H 0.559508 -1.276772 5.932116 0.025 -0.073 -0.057
H 1.590408 -1.095972 4.494016 0.004 0.060 0.036
H -2.167492 0.688528 4.596816 0.011 0.014 0.069
H -1.603492 -0.269072 5.991716 -0.022 0.053 -0.021
```
Positions in Å, forces in eV/Å.

**Total charge**: +1
**Multiplicity**: 1
**Kohn-Sham gap**: 6.47 eV
**LUMO**: -0.1284 hartree
**HOMO energy**: -9.96 eV
**Maximum force**: 2.3 eV/Å

This record from OMol25 describes a molecular structure, C45H45FIN13O6PSSr. The level of theory is ωB97M-V/def2-TZVPD.

Geometry as XYZ:
```
114
Properties=species:S:1:pos:R:3:forces:R:3
Sr 0.261823 -0.446351 -0.587352 -0.290 0.094 -0.348
C 2.233980 -4.490425 -2.536977 0.025 0.029 0.036
C 2.285904 -2.997806 -2.342347 -0.059 -0.055 -0.053
O 1.435496 -2.392159 -1.694638 0.049 -0.056 0.125
N 3.304612 -2.349735 -2.930897 0.037 0.080 0.024
C 3.462573 -0.905949 -2.796225 -0.103 -0.010 -0.038
C 2.540099 -0.140345 -3.719912 0.065 0.037 0.000
C 2.967892 0.192835 -5.000155 0.015 0.002 0.028
C 2.131660 0.908739 -5.838182 -0.014 0.008 -0.021
C 0.880781 1.271322 -5.368233 0.013 0.000 -0.010
C 0.531852 0.899449 -4.082526 -0.016 -0.035 0.018
N 1.331386 0.210754 -3.260512 -0.072 0.024 0.035
H 1.411312 -4.900057 -1.957914 -0.004 0.013 0.002
H 3.169758 -4.952034 -2.219678 -0.013 -0.017 -0.019
H 2.075600 -4.724066 -3.590529 0.008 -0.003 -0.002
H 3.976876 -2.871294 -3.466500 -0.013 -0.026 0.001
H 4.496228 -0.664414 -3.037276 0.012 -0.009 0.010
H 3.277806 -0.625822 -1.760334 0.021 -0.003 0.003
H 3.958540 -0.097560 -5.325798 -0.004 -0.002 0.004
H 2.453778 1.185507 -6.833431 -0.002 -0.002 0.003
H 0.187896 1.838565 -5.974168 0.000 -0.002 0.003
H -0.434971 1.177172 -3.682018 0.043 -0.012 -0.031
N -1.529223 -3.835701 -0.101936 0.038 0.001 0.020
P -1.495415 -2.722123 1.207440 0.056 -0.051 0.050
C -2.713118 -3.484097 2.336208 0.131 0.041 -0.032
C -2.400337 -4.576430 3.144766 -0.039 -0.030 0.024
C -3.374652 -5.149785 3.948042 0.013 -0.010 0.005
C -4.665319 -4.636969 3.951728 0.014 0.025 -0.024
C -4.982336 -3.550878 3.148095 -0.016 -0.023 0.029
C -4.009781 -2.974482 2.344073 -0.029 0.037 -0.020
C 0.092347 -3.096981 2.028637 -0.045 0.064 -0.065
C 0.284885 -2.657052 3.339938 0.000 0.008 0.008
C 1.541452 -2.700391 3.918505 -0.019 0.008 0.032
C 2.631993 -3.163241 3.189881 0.004 0.004 -0.099
C 2.446724 -3.601804 1.888138 -0.008 -0.002 0.004
C 1.183029 -3.571947 1.308398 0.034 -0.034 0.035
C -1.766933 -3.483996 -1.421335 -0.001 0.031 -0.007
C -2.338586 -4.421370 -2.294651 -0.006 -0.036 -0.006
C -2.560057 -4.065024 -3.603470 0.009 0.032 0.004
C -2.223237 -2.779951 -4.027373 -0.017 -0.032 -0.016
C -1.668914 -1.930457 -3.098937 0.036 0.004 0.086
N -1.424324 -2.262975 -1.824684 0.043 0.002 0.003
H -1.749084 -4.797095 0.118864 -0.012 0.005 -0.015
H -1.392352 -4.973905 3.159925 -0.002 0.015 -0.009
H -3.123537 -5.995107 4.575478 -0.010 0.001 0.001
H -5.422488 -5.082827 4.583285 0.001 -0.003 -0.001
H -5.988084 -3.151150 3.148630 0.004 0.002 0.000
H -4.259341 -2.135370 1.704255 0.011 -0.010 -0.001
H -0.557501 -2.284820 3.914521 0.015 0.006 0.007
H 1.665781 -2.368578 4.941927 0.040 -0.002 -0.009
H 3.621310 -3.163731 3.625331 -0.007 0.006 0.045
H 3.291620 -3.964815 1.316113 0.000 0.002 0.007
H 1.044651 -3.906216 0.288411 -0.001 0.010 0.013
H -2.613867 -5.401591 -1.927438 0.003 0.003 -0.001
H -3.005153 -4.773008 -4.290385 0.002 0.001 0.004
H -2.389253 -2.455106 -5.044248 0.000 0.007 0.007
H -1.388822 -0.921043 -3.383369 -0.030 -0.011 -0.014
C -2.581775 2.794991 3.248447 -0.031 -0.006 -0.004
C -3.423942 2.053154 2.279574 0.053 -0.007 -0.006
N -4.704907 2.140835 2.158598 -0.010 -0.003 0.010
N -5.006682 1.270524 1.147922 -0.087 0.015 -0.001
C -3.947978 0.634140 0.619647 0.103 0.047 0.070
S -3.909781 -0.516750 -0.575301 -0.033 -0.003 -0.111
N -2.913477 1.155792 1.360156 -0.020 0.003 -0.004
N -1.572673 0.829486 1.193374 0.021 -0.009 0.034
H -3.229207 3.374910 3.900488 0.006 -0.003 0.005
H -1.904915 3.481782 2.735206 0.006 -0.006 0.011
H -1.982588 2.114356 3.855469 0.005 0.019 0.002
H -5.961159 1.138079 0.861928 0.012 -0.017 -0.020
H -1.028004 1.683501 1.185677 0.018 -0.019 0.010
H -1.248108 0.275782 1.982166 0.023 0.012 -0.005
I -0.523399 5.916239 -3.937685 -0.049 -0.083 0.017
C -1.632050 4.175880 -3.619504 0.112 0.155 -0.027
C -2.623912 3.771525 -4.496683 -0.027 -0.044 0.005
C -3.290652 2.588379 -4.216997 0.004 -0.006 -0.017
C -2.932077 1.858305 -3.092444 0.008 0.015 0.022
N -1.966380 2.242083 -2.254203 0.014 0.090 0.092
C -1.344482 3.392100 -2.513273 -0.046 -0.082 -0.058
H -2.872907 4.360469 -5.369256 0.002 0.001 0.003
H -4.080377 2.235270 -4.866335 -0.001 -0.013 0.016
H -3.433495 0.931718 -2.840601 -0.020 -0.014 0.007
H -0.567634 3.696390 -1.827423 -0.016 0.021 0.002
F 0.373718 2.756747 5.480833 -0.011 -0.009 0.034
C 1.397528 1.956961 5.147705 0.020 0.036 -0.020
C 1.920067 1.997645 3.922514 -0.047 0.019 -0.023
N 2.966392 1.195417 3.531420 -0.024 0.016 0.087
C 3.314428 1.130520 2.126048 -0.010 0.097 -0.149
C 2.258412 0.416445 1.289239 0.025 -0.019 0.080
O 2.613464 -0.088474 0.198429 0.115 0.056 0.043
O 1.070053 0.443226 1.702662 -0.153 -0.177 -0.014
C 3.519737 0.268781 4.397510 -0.013 -0.075 -0.069
O 4.389359 -0.509492 4.072323 -0.014 0.041 0.039
N 2.991783 0.301295 5.674019 -0.048 0.019 0.050
C 1.910152 1.044552 6.159965 0.077 -0.116 -0.045
O 1.493268 0.900733 7.281743 -0.021 0.049 0.021
H 1.528559 2.671166 3.174261 0.022 -0.009 -0.017
H 4.281241 0.655293 2.004494 0.009 -0.039 0.082
H 3.374571 2.152717 1.738262 0.090 -0.029 -0.022
H 3.404033 -0.352632 6.325382 -0.001 0.004 -0.006
N 2.318709 7.487977 -0.200759 0.002 0.011 -0.008
C 2.701059 6.493912 -1.034732 -0.027 0.024 -0.004
O 3.458416 6.669379 -1.965092 -0.001 -0.009 -0.002
C 2.130642 5.117050 -0.773650 0.020 -0.036 -0.007
C 2.584610 4.085204 -1.580224 0.011 0.031 -0.014
C 2.062190 2.814545 -1.412792 -0.068 0.015 -0.009
N 1.114149 2.518625 -0.518961 0.122 -0.091 0.047
C 0.719399 3.508100 0.281087 -0.041 -0.007 0.012
C 1.185840 4.809827 0.195978 -0.007 0.023 0.008
H 2.694829 8.406361 -0.366206 0.005 -0.005 -0.004
H 1.708033 7.354548 0.581676 0.006 -0.015 0.006
H 3.330449 4.294434 -2.334321 -0.002 -0.007 0.000
H 2.406424 1.997879 -2.030758 0.003 0.003 0.010
H -0.024631 3.265548 1.032434 0.012 0.030 0.001
H 0.782669 5.550497 0.873439 -0.005 -0.015 0.010
```
Positions in Å, forces in eV/Å.

**Total charge**: +1
**Multiplicity**: 1
**Kohn-Sham gap**: 7.67 eV
**LUMO**: -0.0875 hartree
**HOMO energy**: -10.05 eV
**Maximum force**: 0.5 eV/Å

Record-wise energy relative to the best compared isomer or geometry (same formula, charge and spin) values, in kcal per mole: 0.00 5.54